This record from the Open Molecules 2025 dataset describes C3H3O3 as an isolated structure at a distorted geometry. The level of theory is ωB97M-V with the def2-TZVPD basis set.

Properties
- Net charge: -1
- Orbital gap: 7.33 eV
- LUMO energy: 4.30 eV
- Max |F|: 3.3 eV/Å
- E_HOMO: -3.030 eV
- ΔE to the lowest compared entry with this formula, charge and spin: 22.4 kcal per mole
- Spin multiplicity: 1

Geometry (Å):
C: 0.5722 0.0697 -0.3191
C: -0.4886 -1.3996 -0.8945
C: 0.0592 1.0043 0.8288
O: 0.2831 -2.1182 -1.4624
O: 1.6436 0.1752 -0.8684
O: -1.6787 -1.3053 -0.7362
H: 0.3698 0.5313 1.8243
H: -1.1155 1.0094 0.8666
H: 0.3548 2.0331 0.7610